# 1
Here is the molecule C5H11OPS at a distorted geometry from the OMol25 dataset. Energies are from ωB97M-V with the def2-TZVPD basis set.

Each line ends with the Löwdin charge.
Positions of all 19 atoms, in Å:
C  -0.66240  1.08531  2.99695  0.00
C  0.26856  0.42311  2.32863  -0.28
C  0.48678  0.56103  0.87634  -0.24
P  -0.69480  -0.83832  -0.02838  0.30
O  -2.16563  -0.25575  0.24551  -0.26
S  -0.49338  -2.65966  0.61693  0.22
C  -0.53763  -0.57550  -1.84459  -0.36
C  0.89466  -0.82015  -2.27980  -0.16
H  -0.80159  0.95404  4.05759  0.05
H  -1.31569  1.79587  2.51263  0.06
H  0.90214  -0.29154  2.83753  0.10
H  1.50594  0.34479  0.57458  0.07
H  0.13714  1.51232  0.47682  0.08
H  -2.61919  -0.75608  0.93361  0.06
H  -1.21725  -1.30426  -2.29665  0.09
H  -0.88523  0.42930  -2.09289  0.09
H  1.54656  -0.02634  -1.91819  0.06
H  1.24857  -1.76645  -1.87149  0.06
H  0.97091  -0.86418  -3.36421  0.07

Summary:
**Orbital gap**: 9.47 eV
**LUMO level**: 0.029 hartree
**Structure (SMILES)**: C=CC[P@](O)(=S)CC
**E**: -27535.85324 eV
**E_HOMO**: -8.676 eV
**Total charge**: 0
**Relative energy (zero: lowest compared OMol25 entry of this formula, charge and spin)**: 0.000 eV

---

# 2
Here is C40H58BaN3O6S2Se as an isolated structure from the OMol25 dataset. Energies are from ωB97M-V with the def2-TZVPD basis set.

Each line ends with the Löwdin charge.
Positions of all 111 atoms, in Å:
Ba  -0.76516  0.80299  -1.55021  1.88
C  -3.35928  -2.87830  5.27708  -0.05
C  -2.39692  -3.72460  4.43196  -0.56
C  -2.94995  -5.14802  4.36627  -0.07
C  -1.03153  -3.77362  5.13193  -0.05
C  -2.23970  -3.10223  3.04621  -0.19
C  -1.74962  -1.80564  2.91852  -0.10
C  -1.57230  -1.21169  1.68552  -0.40
Se  -0.80853  0.56256  1.68912  1.05
C  1.07592  0.14059  1.76945  -0.40
C  1.55777  -0.22899  3.01733  -0.09
C  2.87903  -0.59844  3.20586  -0.19
C  3.69442  -0.56640  2.07666  -0.01
C  3.27590  -0.19224  0.80759  -0.09
C  1.90992  0.18472  0.61427  -0.40
O  1.44770  0.53896  -0.54537  -0.44
C  4.34502  -0.21846  -0.30305  -0.53
C  3.87475  0.19689  -1.70202  -0.07
C  5.48699  0.73724  0.08095  -0.06
C  4.90501  -1.64482  -0.42717  -0.05
C  3.44921  -1.03462  4.55380  -0.56
C  3.97247  -2.47404  4.45111  -0.05
C  2.39704  -0.99325  5.66196  -0.07
C  4.60407  -0.10823  4.95820  -0.06
C  -1.90942  -1.87614  0.46331  -0.40
O  -1.74486  -1.29017  -0.68262  -0.43
C  -2.39742  -3.20723  0.59097  -0.09
C  -2.54340  -3.75969  1.86385  0.00
C  -2.80252  -4.11119  -0.59003  -0.53
C  -4.28995  -4.47798  -0.45591  -0.06
C  -2.61904  -3.50784  -1.98770  -0.08
C  -1.96517  -5.40029  -0.55201  -0.06
H  -3.48557  -3.31569  6.27198  0.08
H  -2.98712  -1.86039  5.40134  0.08
H  -4.33878  -2.81673  4.79848  0.09
H  -3.05360  -5.54979  5.37724  0.08
H  -3.93354  -5.17601  3.89218  0.08
H  -2.28499  -5.81199  3.80973  0.08
H  -1.12416  -4.21154  6.13055  0.08
H  -0.32346  -4.37197  4.55508  0.09
H  -0.60758  -2.77430  5.24029  0.06
H  -1.48579  -1.23752  3.80409  0.09
H  0.86406  -0.22961  3.84807  0.08
H  4.73449  -0.85139  2.19931  0.09
H  3.49172  1.21523  -1.71744  0.07
H  4.73308  0.13554  -2.37963  0.08
H  3.08676  -0.44997  -2.08066  0.08
H  5.10993  1.75741  0.18005  0.09
H  5.95566  0.46194  1.02693  0.07
H  6.25992  0.73212  -0.69337  0.08
H  4.10900  -2.34165  -0.69708  0.09
H  5.67267  -1.68294  -1.20584  0.08
H  5.35298  -1.99447  0.50416  0.07
H  3.16622  -3.15446  4.17019  0.09
H  4.75738  -2.55927  3.69770  0.07
H  4.38591  -2.80345  5.40931  0.08
H  1.56069  -1.66031  5.44423  0.07
H  2.84404  -1.31395  6.60625  0.08
H  2.00015  0.01434  5.80226  0.09
H  5.41201  -0.13441  4.22501  0.07
H  4.25859  0.92468  5.03441  0.09
H  5.01776  -0.40751  5.92600  0.08
H  -2.92385  -4.77150  1.92416  0.09
H  -4.90611  -3.57665  -0.47132  0.09
H  -4.59896  -5.11922  -1.28723  0.08
H  -4.49804  -5.00905  0.47401  0.07
H  -3.21387  -2.60688  -2.12214  0.08
H  -1.58082  -3.24551  -2.18198  0.08
H  -2.93759  -4.25612  -2.72237  0.08
H  -2.11364  -5.96041  0.37202  0.07
H  -2.23735  -6.05305  -1.38709  0.08
H  -0.90224  -5.16494  -0.63302  0.09
C  2.67176  5.66049  -0.76523  -0.04
C  1.61006  5.68737  -1.82890  -0.25
C  1.15083  4.50390  -2.40320  -0.01
C  0.14595  4.52157  -3.35246  -0.07
C  -0.41143  5.73240  -3.73982  -0.28
C  0.03647  6.92332  -3.19263  -0.05
C  1.04716  6.89182  -2.24369  -0.04
S  -1.72946  5.70778  -4.91776  0.64
O  -2.19269  7.05673  -5.07502  -0.29
O  -1.29388  4.94002  -6.06039  -0.31
N  -2.91480  4.83121  -4.23964  -0.13
C  -3.43763  5.26405  -2.93576  -0.20
C  -3.83626  4.01677  -2.14670  -0.09
C  -2.60209  3.12283  -2.06096  -0.75
O  -2.35972  2.40284  -3.08220  -0.23
O  -1.86880  3.18930  -1.05424  -0.16
H  3.13367  4.67657  -0.69721  0.07
H  2.24241  5.89158  0.21170  0.09
H  3.45258  6.39588  -0.96500  0.08
H  1.58011  3.55606  -2.09828  0.11
H  -0.19279  3.58425  -3.77608  0.04
H  -0.40908  7.85925  -3.50182  0.11
H  1.39708  7.82227  -1.81108  0.11
H  -2.66706  3.83654  -4.22459  0.07
H  -4.28203  5.93667  -3.08278  0.12
H  -2.66878  5.80106  -2.36930  0.12
H  -4.63467  3.48818  -2.66887  0.12
H  -4.16967  4.30193  -1.15082  0.12
C  -2.58194  -0.27987  -6.21008  -0.08
N  -1.33804  -0.00807  -5.52645  -0.06
C  -0.69081  1.17503  -5.54068  -0.93
N  -1.29490  2.19251  -6.16407  0.13
S  0.81032  1.34095  -4.79209  0.58
H  -2.91576  -1.27843  -5.93972  0.09
H  -2.47772  -0.22559  -7.29770  0.09
H  -3.36225  0.41401  -5.88948  0.09
H  -0.79508  -0.77142  -5.16157  0.11
H  -2.23580  2.12456  -6.51072  0.10
H  -0.88165  3.11524  -6.14633  0.05

Summary:
**Orbital gap**: 6.50 eV
**LUMO level**: 0.072 hartree
**E**: -146895.41764 eV
**E_HOMO**: -4.538 eV
**Total charge**: -1
**Relative energy (zero: lowest compared OMol25 entry of this formula, charge and spin)**: 0.000 eV

---

# 3
Here is the molecule C12H16S at a distorted geometry from the OMol25 dataset. Energies are from ωB97M-V with the def2-TZVPD basis set.

Each line ends with the Löwdin charge.
Positions of all 29 atoms, in Å:
C  -0.75022  -2.65880  0.45945  -0.02
C  -0.40803  -1.70583  -0.39858  -0.32
S  -1.93377  -0.21266  -0.45937  0.86
C  -1.24776  0.96391  0.82544  -0.81
C  0.27055  1.24295  0.60562  -0.10
C  -2.03628  2.34314  0.67893  -0.11
C  -1.38078  0.51985  2.28210  -0.09
C  0.75037  -1.44549  -1.22682  -0.27
C  2.04463  -2.02678  -0.98710  0.00
C  3.06652  -1.89543  -1.93133  -0.07
C  2.77988  -1.15335  -3.10392  -0.09
C  1.61922  -0.46394  -3.23841  -0.09
C  0.61924  -0.67731  -2.33680  -0.10
H  -1.51853  -2.59416  1.19946  0.04
H  -0.09190  -3.52398  0.71867  0.08
H  0.68108  1.53271  -0.34562  0.08
H  0.38376  2.13335  1.22498  0.08
H  0.84786  0.54570  1.10106  0.05
H  -1.85649  2.65003  -0.42089  0.10
H  -1.63255  3.12138  1.35559  0.08
H  -3.08240  2.35720  0.80474  0.04
H  -2.30891  0.59383  2.66235  0.04
H  -0.96692  -0.45619  2.20550  0.06
H  -0.84928  1.21307  2.88097  0.08
H  2.11668  -2.66626  -0.09486  0.11
H  4.07017  -2.19937  -1.87721  0.08
H  3.68730  -1.01446  -3.81136  0.13
H  1.33643  0.25746  -3.93885  0.10
H  -0.32291  -0.25400  -2.50482  0.06

Summary:
**Orbital gap**: 9.01 eV
**LUMO level**: 0.015 hartree
**Structure (SMILES)**: C=C(SC(C)(C)C)c1ccccc1
**E**: -23536.11804 eV
**E_HOMO**: -8.610 eV
**Total charge**: 0
**Relative energy (zero: lowest compared OMol25 entry of this formula, charge and spin)**: 1.445 eV